[1]
Computed, not measured: 2 unconnected molecules or ions with the total composition C45H40N3O3, with ωB97M-V/def2-TZVPD.

Each line ends with the Mulliken charge.
Element x y z (Å)
C: -5.062 6.137 -2.225  -0.8230
O: -5.253 4.755 -1.843  -0.4172
C: -4.197 4.095 -1.299  0.7641
C: -4.290 2.683 -1.226  -0.9758
C: -3.205 1.927 -0.843  0.3731
C: -1.960 2.529 -0.523  -0.0078
C: -0.757 1.786 -0.227  1.3658
C: 0.447 2.299 -0.716  -0.8750
C: 1.746 2.106 -0.257  -0.4852
C: 2.836 2.824 -0.865  -0.1058
C: 4.097 2.217 -1.122  -0.3337
C: 5.091 2.904 -1.785  -0.8208
C: 4.871 4.257 -2.165  0.6940
O: 5.956 4.999 -2.525  -0.4004
C: 5.787 6.441 -2.474  -0.7943
C: 3.587 4.842 -2.013  -0.5572
C: 2.621 4.153 -1.311  -0.3063
C: -1.901 3.952 -0.569  -0.6464
C: -2.996 4.729 -0.890  -0.6503
H: -5.979 6.389 -2.760  0.2515
H: -4.946 6.766 -1.331  0.3304
H: -4.188 6.249 -2.885  0.3736
H: -5.232 2.229 -1.514  0.4948
H: -3.277 0.840 -0.846  0.4490
H: -0.777 0.863 0.322  -1.1030
H: 0.345 2.919 -1.626  0.9016
H: 1.945 1.382 0.537  0.8038
H: 4.240 1.173 -0.821  0.4445
H: 6.064 2.456 -1.994  0.4225
H: 6.788 6.841 -2.636  0.2476
H: 5.108 6.777 -3.274  0.3259
H: 5.399 6.765 -1.492  0.3773
H: 3.383 5.848 -2.392  0.3441
H: 1.662 4.636 -1.110  0.4605
H: -0.956 4.450 -0.347  0.4126
H: -2.911 5.819 -0.875  0.3923
C: -2.518 -1.859 -1.189  -0.7880
O: -1.496 -1.004 -0.628  0.0675
C: -1.173 -1.101 0.708  -0.2034
C: -2.271 -0.957 1.695  0.0930
C: -3.084 -2.064 2.005  0.2693
C: -4.185 -1.916 2.846  -0.9382
C: -4.475 -0.665 3.402  -0.6571
C: -3.631 0.422 3.155  -1.1845
C: -2.530 0.276 2.310  0.4965
C: -0.014 -1.815 1.042  -0.8835
N: 0.212 -2.501 2.212  0.9805
C: -0.373 -2.457 3.500  0.3345
C: -0.697 -3.695 4.055  -0.2216
C: -1.376 -3.745 5.272  -0.6743
C: -1.593 -2.568 5.995  -0.5680
C: -1.116 -1.345 5.503  -0.5916
C: -0.490 -1.284 4.257  -0.2546
N: 1.043 -3.581 2.000  -1.2254
C: 1.431 -3.502 0.749  0.5089
C: 2.381 -4.447 0.166  0.5504
C: 3.310 -4.137 -0.857  0.0441
C: 4.164 -5.131 -1.336  -0.6955
C: 4.107 -6.431 -0.815  -0.4259
C: 3.213 -6.732 0.224  -0.6460
C: 2.372 -5.743 0.730  -0.6085
N: 0.818 -2.443 0.103  0.6109
C: 0.872 -2.187 -1.293  -1.5453
C: 1.161 -0.899 -1.694  0.8130
C: 1.121 -0.571 -3.047  -0.6685
C: 0.724 -1.541 -3.974  -0.6567
C: 0.396 -2.833 -3.554  -0.9751
C: 0.520 -3.176 -2.201  0.3824
H: -2.815 -1.373 -2.120  0.2099
H: -2.095 -2.856 -1.381  0.3356
H: -3.379 -1.920 -0.512  0.3541
H: -2.834 -3.032 1.561  0.4100
H: -4.822 -2.780 3.058  0.4322
H: -5.367 -0.542 4.019  0.4366
H: -3.823 1.390 3.620  0.4616
H: -1.842 1.102 2.125  0.5671
H: -0.446 -4.598 3.503  0.4339
H: -1.717 -4.708 5.644  0.3971
H: -2.116 -2.598 6.953  0.3951
H: -1.232 -0.437 6.098  0.3802
H: -0.080 -0.361 3.847  0.4282
H: 3.360 -3.125 -1.266  0.4063
H: 4.874 -4.898 -2.129  0.3937
H: 4.762 -7.213 -1.206  0.3848
H: 3.160 -7.736 0.644  0.3844
H: 1.681 -5.945 1.554  0.4138
H: 1.411 -0.163 -0.932  0.2205
H: 1.399 0.434 -3.362  0.4699
H: 0.661 -1.276 -5.033  0.4166
H: 0.031 -3.584 -4.256  0.4374
H: 0.317 -4.188 -1.845  0.5645

Its spin multiplicity is 1. Its frontier orbital gap is 3.8990 eV. Its LUMO energy is -4.813 eV. As for the net charge: +1.

[2]
Computed, not measured: a molecular structure, C43H106FNbO16P, with ωB97M-V/def2-TZVPD.

Each line ends with the Mulliken charge.
Element x y z (Å)
C: -2.600 -0.115 -2.387  -0.6094
C: -2.197 -0.809 -3.697  -0.3324
O: -0.881 -1.392 -3.631  -0.3740
P: 0.238 -0.477 -4.298  0.7352
O: -0.050 -0.214 -5.720  -0.8750
C: 1.799 -1.360 -4.157  -0.8590
C: 2.159 -1.832 -2.713  -0.6171
C: 2.220 -0.616 -1.758  0.8767
Nb: 3.618 -0.811 0.020  -1.8083
C: 4.142 1.384 -0.269  -1.3000
C: 1.811 -0.336 1.370  -0.1659
C: 2.105 -0.090 2.856  -0.2787
C: 0.825 0.386 3.562  -0.2227
F: -0.199 -0.567 3.471  -0.4234
C: 3.342 -3.067 0.177  -0.4531
C: 4.461 -3.723 0.930  -0.0133
O: 5.630 -3.725 0.564  -0.6431
C: 4.022 -4.439 2.200  0.2307
C: 3.570 -5.720 2.110  -0.1603
C: 3.139 -6.351 3.249  -0.6758
C: 3.177 -5.670 4.428  -0.3284
C: 3.633 -4.393 4.519  -0.6301
C: 4.068 -3.757 3.384  -0.0180
O: 0.177 0.908 -3.473  0.1417
C: 0.979 1.957 -4.001  -0.3137
C: 0.422 3.263 -3.430  -1.2663
H: -2.678 0.963 -2.524  0.1251
H: -3.591 -0.470 -2.106  0.3613
H: -1.892 -0.296 -1.579  0.1402
H: -2.892 -1.618 -3.870  0.2128
H: -2.334 -0.108 -4.517  0.3609
H: 1.670 -2.262 -4.763  0.4136
H: 2.631 -0.799 -4.578  0.3620
H: 3.111 -2.363 -2.756  0.4812
H: 1.386 -2.544 -2.422  0.2715
H: 1.209 -0.469 -1.364  -0.2783
H: 2.516 0.264 -2.333  -0.1239
H: 5.071 -1.160 -1.068  0.0040
H: 4.692 -0.831 1.518  0.0622
H: 3.190 1.922 -0.328  0.4739
H: 4.765 1.701 0.567  0.3527
H: 4.681 1.503 -1.207  0.3046
H: 1.036 -1.096 1.239  0.3059
H: 1.388 0.588 0.947  0.3700
H: 2.821 0.717 3.012  0.3807
H: 2.387 -1.016 3.360  -0.0461
H: 0.450 1.258 3.018  0.2827
H: 0.981 0.652 4.611  0.1489
H: 2.400 -3.220 0.714  0.1387
H: 3.297 -3.584 -0.786  0.3856
H: 3.551 -6.200 1.140  0.4512
H: 2.762 -7.360 3.148  0.3957
H: 2.833 -6.159 5.334  0.3460
H: 3.645 -3.840 5.449  0.4168
H: 4.425 -2.735 3.395  0.4742
H: 0.969 2.001 -5.090  0.4243
H: 2.020 1.896 -3.672  0.2870
H: -0.556 3.439 -3.880  0.2858
H: 1.105 4.097 -3.573  0.4332
H: 0.267 3.105 -2.362  0.2040
C: -1.852 3.069 0.228  -0.5651
C: -3.117 3.510 -0.484  -0.3733
O: -4.087 2.468 -0.489  -0.5057
H: -1.432 2.186 -0.255  0.0810
H: -1.101 3.862 0.223  0.3354
H: -2.071 2.800 1.264  0.1957
H: -2.902 3.757 -1.524  0.2827
H: -3.547 4.397 -0.001  0.2853
H: -4.291 2.249 0.426  0.2920
C: -6.660 -2.334 -5.952  -1.1637
C: -5.979 -2.025 -4.631  0.2179
O: -4.898 -1.121 -4.821  -0.2664
H: -5.945 -2.761 -6.656  0.2987
H: -7.484 -3.038 -5.814  0.3615
H: -7.052 -1.420 -6.405  0.3115
H: -5.569 -2.935 -4.192  -0.1639
H: -6.689 -1.590 -3.919  0.3098
H: -5.252 -0.310 -5.200  0.1158
C: 8.561 -6.222 0.796  -0.6180
C: 8.607 -6.997 -0.506  -0.2710
O: 7.420 -7.763 -0.691  -0.5301
H: 8.439 -6.901 1.641  0.2569
H: 9.475 -5.642 0.941  0.3142
H: 7.711 -5.536 0.808  0.0349
H: 9.444 -7.695 -0.512  0.2908
H: 8.724 -6.313 -1.354  0.2432
H: 6.680 -7.148 -0.698  0.3085
C: -1.162 0.071 7.449  -0.6352
C: -0.086 0.558 8.398  -0.2580
O: 1.025 1.090 7.677  -0.5215
H: -0.763 -0.694 6.782  0.2424
H: -2.010 -0.342 7.996  0.2665
H: -1.518 0.892 6.819  0.1256
H: 0.286 -0.262 9.010  0.3078
H: -0.481 1.333 9.064  0.2191
H: 0.696 1.820 7.145  0.2683
C: -1.832 -3.655 1.032  -0.8987
C: -1.148 -4.020 2.339  -0.3317
O: 0.014 -3.238 2.543  -0.2019
H: -1.149 -3.797 0.193  0.1683
H: -2.723 -4.267 0.868  0.3867
H: -2.128 -2.603 1.032  0.2697
H: -0.836 -5.064 2.328  0.3036
H: -1.833 -3.873 3.184  0.2958
H: -0.238 -2.305 2.562  0.0981
C: -4.777 -5.386 -2.441  -0.9195
C: -5.929 -6.352 -2.642  -0.3132
O: -6.818 -5.878 -3.653  -0.5146
H: -5.153 -4.402 -2.159  0.2104
H: -4.095 -5.738 -1.665  0.3632
H: -4.214 -5.264 -3.369  0.3152
H: -6.507 -6.459 -1.725  0.3000
H: -5.557 -7.341 -2.932  0.2738
H: -6.309 -5.794 -4.465  0.2823
C: -1.916 5.432 3.425  -0.7981
C: -3.186 4.739 3.885  -0.3016
O: -3.111 3.331 3.676  -0.4573
H: -1.737 5.234 2.368  0.0927
H: -1.982 6.511 3.575  0.3612
H: -1.050 5.056 3.975  0.3057
H: -4.045 5.100 3.320  0.2812
H: -3.366 4.933 4.948  0.2820
H: -2.361 2.999 4.179  0.2289
C: 8.988 1.917 -0.224  -0.9858
C: 7.801 1.044 -0.592  -0.0316
O: 7.086 1.621 -1.683  -0.4297
H: 8.654 2.919 0.048  0.0920
H: 9.544 1.495 0.616  0.3404
H: 9.669 2.023 -1.075  0.3512
H: 7.113 0.956 0.246  0.1481
H: 8.124 0.036 -0.873  0.2768
H: 7.694 1.682 -2.426  0.2324
C: -5.781 -0.615 10.217  -1.0450
C: -4.511 0.132 10.581  -0.2796
O: -3.665 0.297 9.446  -0.4421
H: -5.540 -1.594 9.801  0.2708
H: -6.421 -0.751 11.090  0.3464
H: -6.344 -0.070 9.455  0.3332
H: -3.942 -0.423 11.325  0.2805
H: -4.751 1.117 10.995  0.2533
H: -4.156 0.797 8.787  0.2558
C: 8.481 6.615 -0.399  -0.9994
C: 7.440 5.755 0.296  -0.1952
O: 7.994 5.090 1.428  -0.5135
H: 9.326 6.004 -0.718  0.2662
H: 8.057 7.114 -1.273  0.3157
H: 8.870 7.378 0.282  0.3121
H: 7.069 4.984 -0.377  0.2422
H: 6.591 6.366 0.621  0.3043
H: 8.315 5.759 2.038  0.2802
C: -4.993 3.765 -6.853  -0.9435
C: -4.838 2.350 -7.376  -0.2596
O: -5.828 1.483 -6.817  -0.4567
H: -4.909 3.779 -5.765  0.2115
H: -4.231 4.423 -7.271  0.3435
H: -5.975 4.168 -7.104  0.3157
H: -3.865 1.943 -7.105  0.2809
H: -4.927 2.330 -8.468  0.2509
H: -6.692 1.827 -7.062  0.2592
C: -8.604 6.318 -5.133  -0.9776
C: -7.139 6.580 -4.834  -0.2307
O: -6.370 6.644 -6.032  -0.4831
H: -8.718 5.384 -5.684  0.2492
H: -9.188 6.257 -4.214  0.3197
H: -9.019 7.114 -5.757  0.3150
H: -6.723 5.776 -4.230  0.2612
H: -7.023 7.520 -4.283  0.2906
H: -6.722 7.361 -6.569  0.2731

Its spin multiplicity is 1. The energy relative to the best compared isomer or geometry (same formula, charge and spin) comes out at 0.00 kJ/mol. Its frontier orbital gap is 6.3846 eV. Its LUMO energy is 1.658 eV. As for the net charge: -1.

[3]
Computed, not measured: a molecular structure, C39H52N4OP2Re, with ωB97M-V/def2-TZVPD.

Each line ends with the Löwdin spin population.
Element x y z (Å)
Re: 0.606 0.132 2.740  0.8573
C: -0.604 1.823 2.261  0.0269
C: -1.280 0.585 1.926  -0.0022
C: -1.362 0.141 0.484  0.0027
C: 0.020 0.038 -0.179  0.0107
C: 1.179 -0.167 0.788  0.0136
C: 1.894 0.965 1.364  0.0143
C: 1.526 2.361 0.906  0.0076
C: 0.062 2.733 1.247  0.0137
C: 1.592 -1.614 3.271  0.0345
H: -1.013 2.368 3.118  0.0017
H: -2.132 0.287 2.559  0.0032
H: -2.023 0.813 -0.091  -0.0005
H: -1.857 -0.849 0.424  0.0000
H: -0.008 -0.817 -0.867  0.0003
H: 0.209 0.925 -0.802  0.0004
H: 1.776 -1.060 0.581  0.0049
H: 2.954 0.814 1.589  0.0068
H: 1.676 2.493 -0.176  -0.0003
H: 2.188 3.084 1.401  0.0002
H: 0.082 3.737 1.712  0.0003
H: -0.523 2.802 0.310  0.0019
H: 1.531 -1.883 4.331  0.0026
H: 2.612 -1.700 2.879  0.0154
H: 0.927 -2.281 2.703  -0.0028
P: 1.812 -0.995 -4.218  -0.0026
P: -1.782 -0.779 -3.888  0.0001
N: 3.196 0.057 -4.559  0.0008
N: 2.358 -2.287 -5.331  0.0369
N: -1.879 0.956 -3.914  0.0001
N: -3.479 -1.023 -4.635  0.0000
C: 0.629 -0.229 -5.403  0.0005
C: -0.758 -0.921 -5.431  0.0000
C: 4.074 0.429 -3.522  0.0182
C: 5.133 1.142 -4.069  0.0069
C: 4.918 1.209 -5.490  0.0101
C: 3.698 0.584 -5.754  0.0182
C: 2.456 -3.615 -4.891  0.3224
C: 2.977 -4.393 -5.919  0.1280
C: 3.228 -3.517 -7.030  0.1096
C: 2.799 -2.246 -6.659  0.3261
C: -1.578 1.689 -2.759  0.0006
C: -1.642 3.037 -3.052  0.0000
C: -2.003 3.153 -4.437  0.0000
C: -2.086 1.868 -4.953  0.0000
C: -4.231 -0.342 -5.599  0.0000
C: -5.300 -1.143 -6.012  0.0000
C: -5.239 -2.348 -5.237  0.0000
C: -4.134 -2.242 -4.398  0.0000
H: 1.064 -0.246 -6.420  0.0009
H: 0.549 0.822 -5.068  0.0001
H: -1.344 -0.500 -6.265  0.0000
H: -0.633 -2.014 -5.575  0.0001
H: 3.829 0.170 -2.502  0.0006
H: 5.961 1.565 -3.519  0.0001
H: 5.584 1.637 -6.228  0.0001
H: 3.139 0.523 -6.683  -0.0005
H: 2.145 -3.863 -3.887  0.0121
H: 3.155 -5.459 -5.880  0.0020
H: 3.689 -3.784 -7.971  0.0009
H: 2.772 -1.334 -7.238  0.0086
H: -1.343 1.160 -1.852  0.0004
H: -1.449 3.834 -2.345  0.0000
H: -2.197 4.074 -4.969  0.0000
H: -2.252 1.536 -5.969  0.0000
H: -4.003 0.670 -5.894  0.0000
H: -6.028 -0.897 -6.776  0.0000
H: -5.925 -3.182 -5.294  0.0000
H: -3.759 -2.915 -3.640  0.0000
C: 3.063 0.430 5.826  0.0073
C: 1.885 1.370 6.047  0.0111
C: 1.616 2.157 4.762  0.0025
C: 0.675 0.648 6.645  0.1302
C: 0.694 0.327 8.001  0.0137
C: -0.401 -0.269 8.614  0.2105
C: -1.536 -0.593 7.864  -0.0055
C: -1.572 -0.344 6.499  0.1424
C: -2.825 -0.624 5.670  0.0124
C: -3.329 -2.061 5.809  0.0060
C: -3.940 0.364 6.025  0.0084
C: -0.396 0.157 5.855  0.1528
O: -0.283 -0.008 4.561  0.2842
H: 2.782 -0.371 5.132  -0.0001
H: 3.374 -0.005 6.778  -0.0002
H: 3.903 0.984 5.398  0.0011
H: 2.194 2.101 6.813  0.0014
H: 1.659 1.442 3.885  0.0007
H: 0.656 2.682 4.782  -0.0002
H: 2.422 2.888 4.604  -0.0001
H: 1.589 0.568 8.583  -0.0020
H: -0.379 -0.467 9.684  0.0098
H: -2.408 -1.049 8.344  -0.0031
H: -2.528 -0.469 4.625  0.0004
H: -3.813 -2.231 6.779  0.0000
H: -4.063 -2.268 5.019  0.0010
H: -2.515 -2.784 5.699  -0.0001
H: -3.574 1.398 5.999  0.0003
H: -4.780 0.291 5.321  0.0007
H: -4.319 0.165 7.038  -0.0001

Its spin multiplicity is 4. The energy relative to the best compared isomer or geometry (same formula, charge and spin) comes out at 0.00 kJ/mol. Its frontier orbital gap (spin up / spin down) is 5.6343 / 2.8482 eV. Its LUMO energy (spin up / spin down) is -6.065 / -8.851 eV. As for the net charge: +2.

| no. | total energy (Ha) | F_max (Eh/bohr) |
| --- | --- | --- |
| 1 | -2128.39986 | 0.0575 |
| 2 | -3403.75935 | 0.0448 |
| 3 | -2571.78590 | 0.0708 |